Formula: C4H7N3O2
Source: OMol25
Level of theory: wB97M-V/def2-TZVPD

Calculated values
Lowest unoccupied orbital energy (spin up / spin down) in eV: 0.40 / 0.39
HOMO level (spin up / spin down) in eV: -8.1 / -8.1
ΔE to the lowest compared entry with this formula, charge and spin in kJ/mol: 329.28

Positions of all 16 atoms, in Å:
O 1.609 1.654 0.330
O 2.779 -0.198 -0.040
N -0.702 1.112 -1.210
N -1.789 1.159 -0.408
N 0.623 -1.674 -0.469
C -1.678 0.577 0.833
C 0.401 -0.381 0.027
C -0.619 -0.226 1.054
C 1.614 0.468 0.112
H 1.073 -1.677 -1.375
H -2.661 0.963 -0.898
H -0.208 -2.248 -0.476
H -0.011 1.771 -0.847
H 2.635 -1.157 -0.082
H -2.491 0.720 1.526
H -0.576 -0.863 1.923

=====

Formula: C4H7N3O2
Source: OMol25
Level of theory: wB97M-V/def2-TZVPD

Calculated values
Lowest unoccupied orbital energy in eV: 0.31
HOMO level in eV: -7.9
SMILES string: [H]/N=c1/oc(O)c(C)n1N
ΔE to the lowest compared entry with this formula, charge and spin in kJ/mol: 504.27

Positions of all 16 atoms, in Å:
O 2.555 -1.578 -0.175
O 0.414 -1.928 -0.165
N -1.840 0.868 -0.383
N -2.020 -2.122 0.256
N -0.698 -0.027 0.051
C 1.290 -0.870 -0.188
C 1.084 1.685 0.254
C -0.864 -1.426 0.098
C 0.677 0.337 0.026
H 0.263 2.364 -0.245
H 2.103 1.880 -0.514
H -2.748 0.634 0.148
H 3.233 -0.991 0.445
H -2.717 -1.357 0.406
H 1.152 1.971 1.429
H -1.885 0.558 -1.443

=====

Formula: C4H7N3O2
Source: OMol25
Level of theory: wB97M-V/def2-TZVPD

Calculated values
Lowest unoccupied orbital energy in eV: -0.05
HOMO level in eV: -9.6
SMILES string: [H]/N=c1/cc(C)n(O)n1O
ΔE to the lowest compared entry with this formula, charge and spin in kJ/mol: 656.35

Positions of all 16 atoms, in Å:
O 1.957 1.128 1.230
O -0.754 0.526 1.615
N 1.212 0.709 0.134
N 2.301 -1.427 0.421
N -0.160 1.063 0.231
C -2.114 0.154 -1.174
C -0.677 -0.007 -0.667
C 1.308 -0.749 0.064
C 0.081 -1.183 -0.579
H -0.550 -0.417 1.691
H -2.654 0.501 -0.358
H -2.138 1.027 -1.863
H -0.047 -2.171 -0.988
H -2.615 -0.766 -1.526
H 2.836 -0.574 0.853
H 2.015 2.189 0.917

=====

Number 1: electronic energy -12824.1172 eV. Number 2: electronic energy -12822.3035 eV. Number 3: electronic energy -12820.7274 eV.